A cluster of 2 separate species, C4H11NS in total at a distorted geometry, computed with the ωB97M-V functional and the def2-TZVPD basis.

Its SMILES is C=CN.CSC. The LUMO energy comes out at 0.943 eV. The value obtained for the HOMO energy is -0.304 Ha. The calculation puts the HOMO-LUMO gap at 9.21 eV. Its charge is 0. As for the electronic energy: -611.87683 Eh.

Cartesian coordinates (Å):
C: -0.13387 -0.37555 2.73363
S: -0.28600 1.37517 2.33350
C: -0.05283 1.73792 0.56444
H: -1.08942 -0.71966 3.11662
H: 0.06699 -0.98816 1.84840
H: 0.70558 -0.53275 3.40317
H: 0.80713 1.22756 0.14115
H: -0.30835 2.77666 0.39124
H: -0.90937 1.27334 0.04413
C: 0.69134 0.04809 -2.58306
C: 0.33747 -1.13771 -2.05529
N: -0.34850 -1.27756 -0.86812
H: 0.30733 0.93590 -2.09051
H: 1.44522 0.24806 -3.32560
H: 0.28985 -2.06329 -2.62266
H: -1.06024 -1.97907 -0.84166
H: -0.46233 -0.54895 -0.18938

A structure of composition C6H11BO2 at a distorted geometry, computed with the ωB97M-V functional and the def2-TZVPD basis.

The LUMO energy (spin up / spin down) comes out at 0.381 / -2.417 eV. The value obtained for the HOMO energy (spin up / spin down) is -0.207 / -0.327 Ha. As for the spin multiplicity: 3. The calculation puts the HOMO-LUMO gap (spin up / spin down) at 6.01 / 6.48 eV. Its charge is 0. As for the electronic energy: -410.35937 Eh.

Cartesian coordinates (Å):
B: 1.20732 -0.52680 -0.10237
C: -0.83483 1.08716 -0.35534
C: -0.34774 -0.14233 -0.15414
C: -2.32420 1.14923 -0.30075
C: -1.57325 -1.06502 0.02214
C: -2.70003 -0.15266 0.50385
C: 3.69620 0.52156 0.11410
O: 1.83226 -1.69592 -0.14393
O: 2.34182 1.01850 -0.03581
H: -0.13353 1.80354 -0.65360
H: -2.62621 2.01721 0.09026
H: -2.84423 1.11574 -1.22889
H: -1.70979 -1.55526 -0.90657
H: -1.27604 -1.84794 0.62094
H: -2.58156 -0.10380 1.51330
H: -3.56543 -0.66770 0.17398
H: 4.26178 0.22994 -0.71161
H: 3.60105 -0.16629 0.96656
H: 4.09298 1.49983 0.47481
H: 1.48344 -2.51898 0.11307

A cluster of 2 separate species, C6H18N2O in total at a distorted geometry, computed with the ωB97M-V functional and the def2-TZVPD basis.

Its SMILES is CCNCCN(C)C.O. The LUMO energy comes out at 0.855 eV. The value obtained for the HOMO energy is -0.320 Ha. The calculation puts the HOMO-LUMO gap at 9.55 eV. Its charge is 0. As for the electronic energy: -424.09857 Eh.

Cartesian coordinates (Å):
C: 0.55726 1.42655 0.74803
N: 1.16928 0.10070 1.08107
C: 2.63468 0.19138 1.16139
C: 0.60475 -0.45191 2.35507
C: -0.22152 1.27563 -0.58322
N: -1.57482 0.78378 -0.28503
C: -2.30413 0.37769 -1.50770
C: -1.93606 -1.00628 -2.03450
H: 1.36773 2.27148 0.60369
H: -0.16297 1.77954 1.56863
H: 3.04725 0.74759 2.06991
H: 3.10533 0.68681 0.29909
H: 2.98522 -0.85758 1.20245
H: 1.05984 -1.47934 2.51734
H: -0.52540 -0.57934 2.22364
H: 0.78914 0.16969 3.23559
H: -0.37247 2.31965 -1.04726
H: 0.34148 0.59231 -1.23567
H: -1.53715 0.04184 0.34236
H: -2.13344 1.12690 -2.26606
H: -3.44832 0.45592 -1.25502
H: -0.88387 -1.07208 -2.45442
H: -2.60382 -1.33072 -2.87881
H: -1.98095 -1.79023 -1.32349
H: 0.59166 -1.27679 -0.34780
H: 1.54152 -2.41171 -0.74050
O: 0.70602 -2.05796 -0.86505

A cluster of 3 separate species, C24H41Cl2N3O8S2 in total at a distorted geometry, computed with the ωB97M-V functional and the def2-TZVPD basis.

Its SMILES is O=C1NC(=O)c2c(CCCCS(=O)(=O)Cl)c(S)cc(Cl)c21.COCCNCCOC.COCCNCCOC. The LUMO energy comes out at -0.901 eV. The value obtained for the HOMO energy is -0.303 Ha. The calculation puts the HOMO-LUMO gap at 7.36 eV. Its charge is 0. As for the electronic energy: -3421.92171 Eh.

Cartesian coordinates (Å):
O: 9.28480 1.73333 -3.01916
C: 8.29745 2.36793 -3.12602
N: 7.15252 1.99870 -3.94199
C: 6.56864 3.26312 -4.34376
O: 5.93372 3.40053 -5.33394
C: 6.97123 4.28523 -3.30593
C: 6.46298 5.57329 -3.07574
C: 5.37979 6.10842 -3.98509
C: 4.09132 6.60678 -3.30915
C: 3.55906 5.67272 -2.22399
C: 2.91339 4.42758 -2.83815
S: 1.35188 4.00823 -2.07981
O: 0.79202 5.12891 -1.39202
O: 1.46478 2.82273 -1.29437
Cl: 0.10658 3.62135 -3.65158
C: 7.04959 6.26827 -2.00234
S: 6.56574 7.93368 -1.60088
C: 8.07293 5.70164 -1.24402
C: 8.55915 4.42832 -1.51325
Cl: 9.83599 3.74641 -0.58617
C: 7.98638 3.72661 -2.55686
H: 6.50695 1.57056 -3.27682
H: 5.79834 6.92769 -4.56909
H: 5.11787 5.33789 -4.69699
H: 4.19232 7.62057 -2.95420
H: 3.33417 6.65412 -4.09169
H: 2.80681 6.22729 -1.66990
H: 4.33260 5.39674 -1.51357
H: 2.74969 4.51500 -3.90735
H: 3.55123 3.56151 -2.69076
H: 6.26709 7.75384 -0.30782
H: 8.51153 6.25436 -0.42897
C: -4.09795 -1.49665 2.02751
O: -3.48176 -0.45132 2.75924
C: -2.07807 -0.59681 2.92115
C: -1.31298 0.42296 2.10334
N: -1.41834 0.15204 0.67643
C: -0.91488 1.22320 -0.18681
C: -1.60759 2.58602 -0.11908
O: -2.93126 2.58729 -0.62871
C: -3.93424 2.16205 0.27227
H: -5.17521 -1.38993 2.14719
H: -3.86478 -1.43205 0.95802
H: -3.80221 -2.47674 2.40566
H: -1.75638 -1.61447 2.67947
H: -1.86051 -0.42135 3.97926
H: -0.25790 0.39080 2.39257
H: -1.70500 1.41419 2.36868
H: -2.38744 -0.02070 0.44657
H: -1.00132 0.86902 -1.21734
H: 0.14810 1.35318 0.01044
H: -1.04492 3.26347 -0.76348
H: -1.58359 3.03634 0.88061
H: -3.69741 2.43210 1.30455
H: -4.10491 1.08356 0.20793
H: -4.86408 2.65746 -0.00999
C: -6.60594 -8.24358 0.65399
O: -6.24796 -8.60725 1.97296
C: -4.98595 -9.25248 2.08794
C: -3.96836 -8.36407 2.77218
N: -3.58800 -7.23855 1.92806
C: -2.80094 -6.20774 2.60021
C: -3.42609 -5.46355 3.77675
O: -4.50015 -4.60832 3.43170
C: -5.76421 -5.23316 3.30411
H: -7.65523 -7.95350 0.66893
H: -6.02004 -7.39257 0.28972
H: -6.48323 -9.08229 -0.03694
H: -4.62255 -9.58694 1.11204
H: -5.13834 -10.14008 2.70851
H: -3.07587 -8.95541 2.99743
H: -4.40735 -8.03943 3.72504
H: -4.42355 -6.81181 1.55163
H: -2.54083 -5.46230 1.84427
H: -1.86081 -6.65705 2.93573
H: -2.65290 -4.80814 4.18693
H: -3.72070 -6.13507 4.59205
H: -5.87533 -6.07468 3.99186
H: -5.94475 -5.57016 2.27965
H: -6.52481 -4.48880 3.54113